<A>
The following is a DFT calculation (ωB97M-V/def2-TZVPD) of C2H3N2OP in the gas phase.

XYZ file:
```
9
Properties=species:S:1:pos:R:3:lowdin_charge:R:1
N 0.2137 0.7830 0.0027 0.02
P -1.9427 -1.1542 0.0626 0.86
C 2.4282 -0.3982 0.1095 0.12
H 3.1731 -1.0779 0.3310 0.00
C 1.3161 0.0813 -0.0086 -0.25
O -1.8918 1.3491 0.1210 -0.12
H -1.4574 2.1078 -0.2952 0.10
N -0.9773 0.2444 0.0388 -0.54
H -0.8618 -1.9353 -0.3618 -0.18
```

Charge = 0
HOMO-LUMO gap (alpha / beta) = 7.248 / 7.200 eV
Spin multiplicity = 1

***

<B>
The following is a DFT calculation (ωB97M-V/def2-TZVPD) of C2H3N2OP in the gas phase.

XYZ file:
```
9
Properties=species:S:1:pos:R:3:lowdin_charge:R:1
H -0.8751 -2.5116 0.6148 -0.13
H 0.0087 -2.2143 -1.3062 -0.04
C -0.4227 -0.2782 0.2705 -0.49
N 0.0388 1.7219 0.9298 0.01
O 0.7720 0.4716 -0.7489 -0.02
H 1.5374 2.3698 -0.3375 0.16
N -0.6658 0.5852 1.1423 0.02
P -1.1433 -1.7198 -0.4609 0.85
C 0.7500 1.5753 -0.1038 -0.37
```

Charge = 0
HOMO-LUMO gap = 10.390 eV
Spin multiplicity = 1
SMILES = Pc1nnco1

***

Of them, the most stable is <B> and the least stable is <A>.

***

<A>
The following is a DFT calculation (ωB97M-V/def2-TZVPD) of a molecular structure, C3H5N5.

XYZ file:
```
13
Properties=species:S:1:pos:R:3:lowdin_charge:R:1
C 2.0819 -0.7212 -0.1642 -0.26
H 0.6668 2.1440 -0.0248 0.18
N -3.2503 -0.0080 -0.1545 0.01
H -3.5706 -0.4083 -1.1513 0.07
N 2.3042 0.6160 -0.2898 0.09
N -1.0348 0.3535 0.6010 0.03
H -1.3783 -0.8931 -1.1862 0.18
N 0.9192 -1.1501 0.2518 0.14
N 0.3242 0.1080 0.1720 -0.20
H 2.9090 -1.4698 0.0545 0.13
C 1.0942 1.0641 -0.1658 -0.22
C -1.8886 -0.1782 -0.2436 -0.36
H -1.1896 0.2029 1.6859 0.22
```

Charge = 0
HOMO-LUMO gap = 10.578 eV
Spin multiplicity = 1

***

<B>
The following is a DFT calculation (ωB97M-V/def2-TZVPD) of a molecular structure, C3H5N5.

XYZ file:
```
13
Properties=species:S:1:pos:R:3:lowdin_charge:R:1
H 0.7880 -0.3931 1.7911 0.12
H 2.0010 -1.1370 -1.6011 0.22
C -0.6470 0.4838 -0.6134 -0.33
N -1.7867 2.1694 0.0951 -0.02
N -1.8939 1.1557 1.0723 0.05
H 2.1589 0.8229 -0.8415 0.23
N 1.6514 -0.3139 -0.6767 -0.02
H -0.5966 -1.7459 1.5500 0.15
N -1.0133 1.7295 -0.9995 0.05
C 0.0240 -0.8173 1.0545 0.06
H 0.1065 -1.4877 -0.8453 0.11
N -1.2065 0.1314 0.4614 -0.09
C 0.4143 -0.5976 -0.4469 -0.53
```

Charge = 0
HOMO-LUMO gap = 9.767 eV
Spin multiplicity = 1

***

<C>
The following is a DFT calculation (ωB97M-V/def2-TZVPD) of C3H5N5 in the gas phase.

XYZ file:
```
13
Properties=species:S:1:pos:R:3:lowdin_charge:R:1
N -2.5499 -1.0646 -0.0516 0.09
N -0.1952 -0.6309 -0.0205 0.01
N 1.8494 0.5056 -0.1795 -0.05
H 0.0279 2.5638 0.0309 0.06
N 0.5677 0.4786 0.2482 -0.23
C -0.4272 1.7036 0.1420 0.02
C 2.4174 -0.7042 -0.1414 -0.05
H -3.5299 -0.5910 -0.3140 0.11
H 3.4472 -0.4722 -0.6833 0.10
H -0.3228 -1.3126 0.8689 0.18
N -1.6267 1.2904 -0.2074 0.11
C -1.6277 -0.1876 -0.1450 -0.44
H 1.9696 -1.5790 0.4526 0.08
```

Charge = 0
HOMO-LUMO gap = 8.414 eV
Spin multiplicity = 1
SMILES = [H]/N=c1\ncn(N=C)[nH]1

***

<D>
The following is a DFT calculation (ωB97M-V/def2-TZVPD) of C3H5N5 in the gas phase.

XYZ file:
```
13
Properties=species:S:1:pos:R:3:lowdin_charge:R:1
N 1.7843 0.4418 0.2207 0.06
N 1.1926 1.4450 -0.5230 0.01
H -0.9050 1.5371 -1.2066 0.10
H 0.4384 -1.9399 1.9084 0.10
H 1.8859 -1.5036 1.8702 0.11
N -0.3448 0.0014 -0.0299 -0.09
C 0.7960 -0.4316 0.4517 -0.43
N -1.5304 -0.6209 -0.1054 0.04
C -0.0607 1.2569 -0.5966 -0.14
H -3.4282 -0.7958 -0.4835 0.11
H -2.7567 0.7210 -1.3442 0.02
N 1.0977 -1.5887 1.1741 0.10
C -2.5070 -0.1201 -0.8384 0.00
```

Charge = 0
HOMO-LUMO gap = 9.024 eV
Spin multiplicity = 1
SMILES = C=Nn1cnnc1N

***

Of them, the most stable is <D> and the least stable is <B>.

***

<A>
The following is a DFT calculation (ωB97M-V/def2-TZVPD) of 2 unconnected molecules or ions with the total composition C11H15N.

XYZ file:
```
27
Properties=species:S:1:pos:R:3:lowdin_spin:R:1
H 2.3243 1.4320 0.2913 0.00
H -1.0198 2.5522 -0.2264 0.00
C -0.8658 0.4364 -0.3756 0.03
H -0.3294 -2.6410 1.0379 0.03
H -0.4432 2.3754 2.2354 0.02
H 0.9660 -1.1993 2.7689 0.00
H -1.2779 -1.6443 -3.0395 0.01
H 0.6916 0.2451 3.7130 0.00
H 1.6996 0.5302 -2.4342 0.00
H -0.6026 -0.9609 3.6174 0.00
N -0.8198 1.6734 0.2093 0.01
C -0.5107 1.5307 1.5599 0.13
H 3.6616 0.4249 -0.4770 0.00
H 2.0712 -0.2120 -0.3073 0.00
H 3.0354 1.8270 -2.3240 0.00
H 1.4195 1.9984 -1.6807 0.00
H -0.7874 -3.3279 -1.3429 0.00
C -0.5049 -0.5038 0.5876 0.07
H -1.6666 0.7259 -2.4220 0.03
C -0.2852 0.2065 1.8151 0.03
C 0.2016 -0.4831 3.0530 0.00
C 2.6140 0.7230 -0.4780 0.01
C -1.2151 0.0660 -1.6986 0.21
C 2.2198 1.2849 -1.8541 0.00
C -0.4720 -1.8975 0.2674 0.23
C -0.7578 -2.2701 -1.0741 0.06
C -1.1237 -1.3251 -2.0092 0.11
```

Charge = -1
HOMO-LUMO gap (alpha / beta) = 3.210 / 6.592 eV
Spin multiplicity = 2

***

<B>
The following is a DFT calculation (ωB97M-V/def2-TZVPD) of 2 unconnected molecules or ions with the total composition C11H15N.

XYZ file:
```
27
Properties=species:S:1:pos:R:3:lowdin_spin:R:1
H -2.0429 1.2622 -1.0517 0.00
C 0.5620 -0.8912 1.0670 0.02
C 3.4204 0.0126 -1.1487 0.00
H 2.4418 -2.9129 -0.7252 0.03
C -2.4659 0.2682 -1.1851 0.00
C 2.2975 -0.6894 -0.4210 0.03
H 3.7550 0.8385 -0.5225 0.00
C -0.5653 0.8519 2.3225 0.14
H -1.3618 1.0876 3.0172 0.01
H 0.4238 2.7587 2.2096 0.00
C 1.4685 0.0391 0.4751 0.09
H -1.1648 -1.2234 2.3919 0.02
C 1.9888 -2.0262 -0.3068 0.17
H 4.2738 -0.6325 -1.3486 0.00
C -3.8446 0.4641 -1.8982 0.00
H -3.8276 0.2104 -2.9550 0.00
C -0.4260 -0.5507 1.9615 0.19
C 1.4361 1.3765 0.9950 0.20
H 2.9611 0.4796 -2.0147 0.00
N 0.9028 -2.1407 0.5695 0.03
H -1.8677 -0.3629 -1.8366 0.00
C 0.4126 1.7235 1.8897 0.05
H -4.5806 -0.2224 -1.4564 0.00
H -2.6330 -0.1831 -0.2127 0.00
H 0.4407 -2.9617 0.9098 0.00
H 2.3197 2.0092 0.9264 0.03
H -4.3243 1.4152 -1.6518 0.00
```

Charge = -1
HOMO-LUMO gap (alpha / beta) = 3.043 / 6.312 eV
Spin multiplicity = 2

***

<C>
The following is a DFT calculation (ωB97M-V/def2-TZVPD) of 2 unconnected molecules or ions with the total composition C11H15N.

XYZ file:
```
27
Properties=species:S:1:pos:R:3:lowdin_spin:R:1
H 0.9457 2.3134 -0.7973 0.00
H 0.2265 0.7500 3.9289 0.00
C 0.3978 0.0130 3.1528 0.00
H 2.4510 1.3896 -0.5581 0.00
N -1.5866 1.2062 0.3047 0.04
H 2.5768 2.9735 -1.4852 0.00
H 2.6414 0.7808 -2.9436 0.00
H 1.4261 0.2098 2.8322 0.00
C -0.4016 -2.1599 0.8452 0.17
C -2.0678 -0.9708 -1.0781 0.16
C -0.9828 1.3625 1.5079 0.19
H -1.5990 1.8563 -0.4014 0.00
C 1.7750 1.1662 -2.4494 0.00
C -0.7863 -2.8991 -0.2150 0.05
H 0.2086 -2.8051 1.5943 0.02
H 1.4142 0.2212 -2.2140 0.00
H 1.0417 1.5856 -3.2158 0.00
H -2.6686 -0.3776 -1.8851 0.01
H -1.1525 2.3544 2.0415 0.03
C -0.3048 0.2032 1.8398 0.04
C -1.4722 -0.1803 -0.1001 0.01
C -0.5794 -0.8091 0.8728 0.08
H -1.7000 -2.9739 -2.0896 0.02
H -0.3275 -3.9190 -0.5110 0.00
C 1.9718 2.0870 -1.2939 0.00
C -1.6176 -2.3031 -1.1574 0.15
H 0.1700 -1.0749 3.4750 0.00
```

Charge = -1
HOMO-LUMO gap (alpha / beta) = 2.962 / 6.515 eV
Spin multiplicity = 2

***

Of them, the most stable is <A> and the least stable is <C>.

***

<A>
The following is a DFT calculation (ωB97M-V/def2-TZVPD) of 2 unconnected molecules or ions with the total composition C6H11N2S.

XYZ file:
```
20
Properties=species:S:1:pos:R:3:lowdin_charge:R:1
H 1.8057 -1.9566 0.6058 0.10
H -2.0968 -1.2415 -1.3483 0.12
H -3.0927 -0.0399 -0.9297 0.13
C -0.9889 0.1369 -0.1128 -0.59
H -2.6130 -1.0972 0.4392 0.07
N 3.6031 -1.6163 0.1005 0.06
S 2.8959 1.0570 -0.1912 0.83
C -1.2755 0.8782 1.1814 -0.05
C 0.1229 -0.7589 0.1809 0.06
C 3.3937 -0.4457 -0.1873 -0.79
H -0.3512 1.2404 1.6825 0.10
H -2.0813 1.6822 1.0075 0.14
C -0.3532 1.1923 -0.9856 -0.06
H 4.6260 -1.9343 0.1192 0.16
H 0.3211 1.6968 -0.2941 0.03
H 0.1325 0.8768 -1.9412 0.12
N 1.1266 -1.2530 0.4200 0.34
H -1.8309 0.2252 1.9670 0.13
C -2.2522 -0.6177 -0.4207 -0.03
H -1.0919 1.9752 -1.2931 0.13
```

Charge = +1
HOMO-LUMO gap = 9.334 eV
Spin multiplicity = 1

***

<B>
The following is a DFT calculation (ωB97M-V/def2-TZVPD) of a gas-phase ion, C6H11N2S (charge +1).

XYZ file:
```
20
Properties=species:S:1:pos:R:3:lowdin_charge:R:1
N 0.0847 0.7034 -0.4894 -0.16
H -0.6035 0.6909 2.2961 0.10
C -0.1079 -2.6155 -1.2790 -0.20
C -0.5645 0.6763 -1.6695 -0.16
H -1.6954 0.0742 -3.2263 0.08
C 0.2988 0.1716 2.6484 -0.03
C -1.3069 -0.2604 -2.2758 -0.33
H -0.5033 1.5692 -2.1960 0.11
S -1.5761 -1.9319 -1.7248 1.01
H 1.1791 0.8319 2.7818 0.10
H 0.2016 -0.5389 3.4802 0.10
H -0.3945 2.4180 0.6267 0.09
C 0.4056 -0.4652 0.1765 -0.06
N 0.5708 -0.6503 1.4504 -0.03
H 0.8084 -2.2056 -1.5869 0.02
H 0.9463 -1.5680 1.7614 0.15
H 0.5818 2.7450 -0.7704 0.13
H 0.0030 -3.5262 -0.8359 0.02
H 1.2969 1.9423 0.8062 0.15
C 0.3754 1.9393 0.0265 -0.09
```

Charge = +1
HOMO-LUMO gap (alpha / beta) = 7.387 / 7.385 eV
Spin multiplicity = 1

***

Of them, the most stable is <A> and the least stable is <B>.